# C6H35NO11

A 12-piece molecular cluster, C6H35NO11 overall in a non-equilibrium geometry (wB97M-V/def2-TZVPD, OMol25).

Atoms and positions in Å:
C (-1.49, -0.55, 0.64)
C (-0.41, -0.48, -0.16)
C (0.74, -1.41, 0.16)
C (1.81, -1.10, 1.23)
C (1.14, -1.27, 2.62)
N (-0.44, 0.21, -1.38)
C (0.79, 0.68, -1.99)
H (-2.39, 0.06, 0.51)
H (-1.58, -1.27, 1.42)
H (0.29, -2.39, 0.33)
H (1.35, -1.57, -0.74)
H (2.05, -0.04, 1.25)
H (2.67, -1.73, 1.14)
H (1.50, -2.12, 3.23)
H (1.13, -0.37, 3.24)
H (0.07, -1.39, 2.56)
H (-1.22, 0.85, -1.36)
H (0.51, 1.73, -2.27)
H (0.95, 0.02, -2.84)
H (1.74, 0.77, -1.44)
O (-0.79, -5.09, -1.29)
H (0.02, -4.57, -1.41)
H (-1.13, -5.02, -0.40)
O (-2.49, 3.05, -1.55)
H (-3.04, 3.52, -0.91)
H (-1.58, 3.18, -1.29)
O (0.23, 2.02, 0.49)
H (0.27, 1.90, 1.45)
H (1.01, 2.59, 0.39)
O (2.93, -3.91, 2.12)
H (2.62, -3.50, 1.29)
H (2.17, -4.01, 2.70)
O (-2.13, 3.95, 0.97)
H (-2.53, 3.16, 1.40)
H (-1.34, 3.48, 0.66)
O (4.27, 0.20, -1.32)
H (4.34, 0.64, -2.18)
H (3.86, -0.68, -1.38)
O (-2.65, 1.68, 2.13)
H (-2.33, 1.52, 3.03)
H (-3.60, 1.47, 2.23)
O (-4.92, 0.35, 1.46)
H (-5.29, 0.48, 0.58)
H (-4.39, -0.46, 1.47)
O (-3.30, 0.40, -2.44)
H (-3.04, 1.31, -2.68)
H (-3.61, 0.14, -3.32)
O (3.24, 2.83, 0.77)
H (3.92, 2.30, 0.34)
H (2.94, 3.43, 0.08)
O (2.59, -1.44, -2.96)
H (1.65, -1.37, -3.13)
H (2.90, -2.19, -3.48)

Calculated values
LUMO   0.077 eV
Energy above the lowest of the compared OMol25 structures with the same formula, charge and spin   4.0886 eV
E_tot   -30800.607 eV
Orbital gap   7.535 eV
Largest force on an atom   3.34 eV/Å
SMILES   C=C(CCC)NC.O.O.O.O.O.O.O.O.O.O.O
HOMO   -7.46 eV
Total charge   0